No. 1
C33H104BF4N22O17 | ωB97M-V with the def2-TZVPD basis set

Properties
DFT total energy: -4228.146364 hartree
net charge: -1

```
181
Properties=species:S:1:pos:R:3:lowdin_charge:R:1
B 1.021 20.844 12.687 -1.4454
F 1.306 21.690 13.726 0.1525
F -0.296 20.364 12.724 0.1167
F 1.250 21.399 11.479 0.1755
F 1.807 19.774 12.926 0.1722
C 0.229 23.351 19.745 -0.0244
C 0.473 21.787 19.788 -0.4151
C 0.109 21.006 18.489 -0.1505
O -1.265 21.323 18.165 -0.2611
C -2.285 20.885 19.155 -0.0402
N 1.833 21.467 20.194 0.0363
H 0.476 23.703 20.747 0.0631
H -0.828 23.604 19.656 0.0577
H 0.801 23.928 19.019 0.0559
H -0.002 21.256 20.613 0.1146
H 0.158 19.926 18.634 0.1277
H 0.734 21.421 17.699 0.1083
H -2.001 21.382 20.082 0.0595
H -2.244 19.839 19.461 0.0925
H -3.238 21.307 18.836 0.0886
H 1.847 21.455 21.204 0.0663
H 1.915 20.512 19.878 0.0559
C 5.139 27.208 6.831 -0.0716
C 4.958 26.002 7.846 -0.3576
C 3.634 26.004 8.744 -0.1817
O 3.288 27.234 9.420 -0.1751
C 2.028 27.028 10.011 -0.1184
N 5.128 24.688 7.123 0.0410
H 6.024 27.241 6.195 0.0589
H 5.073 28.227 7.213 0.0622
H 4.340 27.166 6.091 0.0597
H 5.774 26.195 8.542 0.1145
H 3.692 25.109 9.363 0.0976
H 2.835 25.664 8.086 0.1031
H 1.600 27.999 10.258 0.0859
H 2.308 26.444 10.888 0.0751
H 1.313 26.542 9.347 0.0870
H 4.388 24.763 6.440 0.0565
H 4.786 23.896 7.648 0.0098
C -2.400 20.249 8.205 -0.0472
C -1.774 19.834 9.542 -0.3993
C -0.247 19.327 9.402 -0.1675
O -0.159 18.361 8.381 -0.1733
C 1.002 17.551 8.425 -0.0903
N -1.885 20.904 10.458 0.0642
H -2.803 19.452 7.580 0.0752
H -1.672 20.718 7.544 0.0782
H -3.202 20.974 8.342 0.0741
H -2.256 18.898 9.826 0.1324
H 0.116 19.099 10.404 0.1198
H 0.240 20.234 9.043 0.1125
H 1.857 18.125 8.783 0.0665
H 1.161 17.164 7.419 0.0944
H 0.797 16.732 9.115 0.0758
H -1.487 21.698 9.977 0.0626
H -1.181 20.712 11.156 0.0505
C 5.053 20.202 13.845 -0.0504
C 6.361 20.575 14.586 -0.4212
C 7.546 20.929 13.648 -0.1438
O 8.772 20.977 14.503 -0.1827
C 9.980 21.272 13.725 -0.1272
N 6.026 21.663 15.503 0.0593
H 4.662 20.941 13.145 0.0650
H 4.288 19.904 14.562 0.0668
H 5.221 19.318 13.231 0.0517
H 6.633 19.689 15.160 0.1110
H 7.286 21.853 13.132 0.1191
H 7.613 20.085 12.961 0.1107
H 10.864 21.636 14.247 0.0685
H 9.906 22.075 12.992 0.0706
H 10.394 20.468 13.117 0.0663
H 5.283 21.311 16.090 0.0153
H 5.634 22.364 14.891 0.0262
C -5.202 19.152 11.980 -0.0907
C -5.353 20.159 10.778 -0.3090
O -4.503 21.254 10.920 -0.1139
H -5.687 19.587 12.855 0.0605
H -4.172 18.866 12.196 0.0627
H -5.707 18.224 11.714 0.0686
H -6.381 20.522 10.811 0.1025
H -5.215 19.767 9.770 0.0990
H -3.604 20.972 10.736 -0.0118
C -5.003 17.531 14.922 -0.0873
C -5.779 18.210 16.081 -0.3276
O -4.877 18.939 16.867 -0.0857
H -4.550 18.384 14.417 0.0412
H -5.634 16.878 14.318 0.0685
H -4.298 16.803 15.321 0.0697
H -6.384 17.588 16.740 0.1062
H -6.433 18.816 15.454 0.0971
H -4.682 19.677 16.285 0.0004
C -1.551 24.177 13.250 -0.0502
C -0.229 24.771 12.820 -0.3514
O 0.398 23.799 12.140 -0.0962
H -1.296 23.384 13.953 0.0640
H -2.058 23.674 12.426 0.0733
H -2.254 24.857 13.729 0.0827
H 0.333 25.053 13.711 0.0955
H -0.258 25.657 12.186 0.1226
H 0.502 23.117 12.808 0.0539
C 3.953 16.262 12.652 -0.0913
C 2.774 15.708 11.913 -0.2992
O 3.114 15.980 10.543 -0.0984
H 4.346 17.162 12.179 0.0673
H 4.828 15.622 12.759 0.0764
H 3.656 16.546 13.661 0.0581
H 1.797 16.130 12.150 0.0977
H 2.683 14.642 12.123 0.1064
H 2.403 15.744 9.943 0.0479
C -3.101 21.010 15.031 -0.7296
O -4.066 21.165 15.782 -0.0256
N -3.283 21.190 13.759 0.2212
N -1.916 20.676 15.455 0.2387
H -4.204 21.084 13.358 0.0945
H -2.470 20.996 13.192 0.0858
H -1.919 20.475 16.445 0.1015
H -1.230 20.334 14.797 0.0996
C -3.258 24.767 17.130 -0.8272
O -3.347 25.874 17.582 0.0273
N -4.214 23.949 16.806 0.1890
N -2.133 24.252 16.836 0.2059
H -4.076 22.957 16.680 0.0681
H -5.108 24.257 17.161 0.1180
H -2.133 23.263 16.631 0.0945
H -1.273 24.763 16.975 0.0879
C 2.979 23.048 16.651 -0.7122
O 3.570 21.998 16.816 0.0265
N 1.918 23.301 15.905 0.1715
N 3.116 24.133 17.391 0.1645
H 1.512 22.546 15.372 0.0823
H 1.572 24.248 15.837 0.0417
H 3.681 24.123 18.228 0.1209
H 2.478 24.866 17.116 0.0524
C 0.517 23.337 8.520 -0.7681
O 0.747 23.836 7.410 0.0004
N 1.486 22.914 9.315 0.1803
N -0.480 23.514 9.267 0.1639
H 2.340 22.691 8.824 0.0477
H 1.302 22.576 10.248 0.0535
H -1.280 23.850 8.749 0.1296
H -0.610 23.493 10.269 0.0939
C 4.217 21.199 8.508 -0.7715
O 3.981 22.351 8.676 0.0468
N 5.166 20.603 7.844 0.1789
N 3.646 20.292 9.193 0.1986
H 5.643 21.110 7.112 0.1226
H 5.302 19.603 7.823 0.1154
H 2.962 20.496 9.908 0.1127
H 3.805 19.330 8.931 0.1078
C 1.388 18.095 15.786 -0.8515
O 1.166 17.534 16.814 0.0356
N 1.244 17.573 14.651 0.2035
N 1.491 19.405 15.833 0.2160
H 1.442 18.176 13.865 0.0869
H 1.042 16.591 14.537 0.1263
H 1.526 19.966 14.994 0.0708
H 1.534 19.780 16.769 0.0812
C 4.893 19.046 17.875 -0.8445
O 4.033 19.697 18.353 0.0661
N 6.132 19.315 17.945 0.1810
N 4.653 17.946 17.196 0.1791
H 6.372 20.142 18.473 0.1316
H 6.881 18.685 17.698 0.1148
H 3.743 17.666 16.859 0.0877
H 5.416 17.314 17.000 0.0975
C 0.664 26.852 17.044 -0.7169
O 0.761 25.813 16.410 0.0067
N 1.607 27.707 17.243 0.1668
N -0.398 27.325 17.681 0.1867
H 1.385 28.611 17.635 0.1155
H 2.503 27.639 16.782 0.1267
H -0.235 28.103 18.304 0.1099
H -1.291 26.856 17.736 0.0823
C 4.078 24.194 13.086 -0.8231
O 5.118 23.963 13.582 0.0651
N 3.674 23.590 11.991 0.2066
N 3.252 25.048 13.551 0.2009
H 4.274 22.915 11.540 0.1146
H 2.713 23.760 11.732 0.0694
H 2.417 25.160 12.993 0.0774
H 3.407 25.593 14.387 0.1228
```

---

No. 2
C34H54N4P2PdSi2 | ωB97M-V with the def2-TZVPD basis set

Properties
spin multiplicity: 3
<S²>: 2.007
DFT total energy: -2936.337634 hartree
energy above the lowest of the compared OMol25 structures with the same formula, charge and spin: 28.5 kcal/mol

```
97
Properties=species:S:1:pos:R:3:mulliken_spin:R:1
Pd -0.230 -1.486 1.596 0.9970
C -0.819 4.081 1.139 -0.0005
C -0.940 3.240 0.091 0.0014
C 0.105 2.399 -0.552 -0.0735
C 1.216 1.881 0.396 0.0994
C 2.464 2.701 0.303 -0.0086
C 2.563 4.035 0.378 -0.0005
C 1.466 5.023 0.635 0.0002
C 0.452 4.620 1.724 0.0004
C 1.495 -2.129 2.411 0.5020
H -1.718 4.527 1.576 0.0001
H -1.955 3.009 -0.242 -0.0001
H 0.577 2.912 -1.407 -0.0012
H -0.418 1.522 -0.982 0.0266
H 0.799 1.797 1.425 -0.0262
H 1.452 0.830 0.103 -0.0006
H 3.412 2.115 0.207 -0.0009
H 3.559 4.497 0.332 0.0002
H 0.899 5.261 -0.278 -0.0001
H 1.943 5.970 0.953 0.0000
H 0.930 3.972 2.486 0.0004
H 0.150 5.539 2.287 0.0001
H 1.273 -2.291 3.493 -0.0707
H 2.304 -1.414 2.167 -0.0040
H 1.619 -3.055 1.826 0.0170
P 1.879 -1.194 -2.162 0.0210
P -2.129 -0.139 -2.139 0.0120
N 3.111 -0.032 -2.743 -0.0023
N 2.315 -2.330 -3.585 0.0022
N -2.046 1.337 -3.116 0.0002
N -3.477 -0.737 -3.284 0.0001
C 0.554 -0.347 -3.071 -0.0157
C -0.798 -1.079 -2.994 0.0183
C 4.288 0.198 -2.025 -0.0017
C 5.097 1.049 -2.777 -0.0002
C 4.412 1.326 -3.997 0.0000
C 3.204 0.653 -3.964 0.0007
C 2.873 -3.591 -3.365 -0.0011
C 3.179 -4.176 -4.599 0.0000
C 2.819 -3.239 -5.617 -0.0002
C 2.296 -2.120 -4.966 0.0008
C -2.811 2.461 -2.740 -0.0002
C -2.494 3.531 -3.552 -0.0002
C -1.533 3.063 -4.500 0.0001
C -1.307 1.712 -4.246 -0.0006
C -4.136 -0.115 -4.354 0.0000
C -4.878 -1.067 -5.052 0.0001
C -4.682 -2.319 -4.390 0.0000
C -3.818 -2.093 -3.326 -0.0001
H 0.805 -0.297 -4.136 -0.0033
H 0.514 0.695 -2.725 -0.0038
H -1.147 -1.334 -4.012 0.0015
H -0.712 -2.040 -2.450 0.0041
H 4.427 -0.285 -1.064 0.0014
H 6.060 1.420 -2.481 -0.0001
H 4.750 1.943 -4.819 0.0002
H 2.421 0.620 -4.718 -0.0001
H 3.015 -3.957 -2.354 -0.0015
H 3.615 -5.156 -4.758 0.0000
H 2.923 -3.340 -6.692 0.0000
H 1.937 -1.206 -5.413 -0.0003
H -3.549 2.358 -1.958 0.0002
H -2.924 4.533 -3.479 0.0000
H -1.079 3.635 -5.292 0.0000
H -0.714 1.009 -4.815 -0.0002
H -4.035 0.941 -4.548 0.0000
H -5.477 -0.882 -5.929 0.0000
H -5.115 -3.268 -4.659 0.0000
H -3.403 -2.779 -2.602 -0.0004
C 1.386 -0.939 5.858 0.0045
Si -0.185 -0.219 5.136 -0.0777
C -1.227 0.035 6.696 0.0340
C 0.156 1.504 4.477 0.0148
C -0.975 -1.177 3.641 0.5122
Si -1.678 -2.769 4.463 0.0091
C -3.243 -2.430 5.485 0.0229
C -2.051 -3.935 3.080 0.0122
C -0.572 -3.731 5.678 0.0013
H 1.622 -0.333 6.746 -0.0004
H 2.228 -0.851 5.166 0.0022
H 1.322 -1.978 6.192 -0.0019
H -0.814 0.898 7.242 0.0039
H -2.283 0.263 6.507 0.0024
H -1.196 -0.806 7.402 -0.0019
H 1.057 1.538 3.852 0.0058
H -0.698 1.857 3.886 0.0026
H 0.295 2.186 5.332 -0.0014
H -1.836 -0.542 3.298 -0.0270
H -3.960 -1.823 4.912 -0.0013
H -3.730 -3.392 5.721 0.0036
H -3.018 -1.917 6.432 -0.0032
H -1.364 -3.732 2.244 -0.0015
H -1.913 -4.966 3.428 0.0003
H -3.084 -3.792 2.747 -0.0031
H 0.459 -3.809 5.300 -0.0007
H -0.558 -3.294 6.691 -0.0003
H -0.965 -4.762 5.785 -0.0001
```

---

What is the DFT total energy in the first record?
-4228.146364 hartree

---

Among the records above, which one has the lowest DFT total energy?
C33H104BF4N22O17

---

The lowest DFT total energy belongs to which entry?
C33H104BF4N22O17

---

What is the DFT total energy in the first record?
-4228.146364 hartree